[1]
This record from OMol25 describes C53H42GdN2OP2SSi as an isolated structure. The level of theory is ωB97M-V/def2-TZVPD.

Computed properties:
HOMO (alpha / beta) (eV): -9.72 / -9.62
M (g/mol): 1002.28
Energy above the lowest of the compared OMol25 structures with the same formula, charge and spin (eV): 0.000
Electronic energy (a.u.): -4365.4171
HOMO-LUMO gap (alpha / beta) (eV): 6.35 / 6.30
Spin multiplicity: 8
<S²>: 16.167
Charge: +1

Each line ends with the Löwdin spin population.
Positions of all 103 atoms, in Å:
Gd1 0.99 1.14 -0.04  7.32
C1 -2.10 -1.59 0.98  -0.05
Si1 -0.43 -1.28 0.16  -0.19
C2 -0.44 -2.21 -1.49  -0.04
C3 -0.82 -3.56 -1.49  -0.01
C4 -0.93 -4.29 -2.66  0.00
C5 -0.67 -3.68 -3.88  0.00
C6 -0.29 -2.35 -3.91  0.00
C7 -0.17 -1.62 -2.74  -0.01
P1 0.41 0.11 -2.82  0.00
C8 2.22 -0.06 -2.85  0.00
C9 2.87 -1.25 -2.48  0.00
C10 4.25 -1.31 -2.47  0.00
C11 5.01 -0.21 -2.84  0.00
C12 4.38 0.97 -3.21  0.00
C13 3.00 1.05 -3.19  0.00
C14 -0.05 0.73 -4.46  0.00
C15 0.77 0.60 -5.58  0.00
C16 0.33 1.06 -6.81  0.00
C17 -0.92 1.64 -6.94  0.00
C18 -1.74 1.78 -5.82  0.00
C19 -1.30 1.33 -4.59  0.00
C20 0.95 -1.92 1.29  -0.01
C21 1.72 -3.04 0.96  0.00
C22 2.64 -3.57 1.86  0.00
C23 2.80 -3.00 3.11  0.00
C24 2.07 -1.87 3.45  0.00
C25 1.18 -1.31 2.54  0.00
P2 0.29 0.25 2.92  0.01
C26 -0.25 0.07 4.64  0.00
C27 -1.00 -1.06 4.98  0.00
C28 -1.47 -1.21 6.27  0.00
C29 -1.22 -0.24 7.23  0.00
C30 -0.48 0.88 6.89  0.00
C31 0.00 1.04 5.60  0.00
C32 1.57 1.55 2.96  0.00
C33 2.90 1.36 3.36  0.00
C34 3.78 2.43 3.36  0.00
C35 3.36 3.69 2.96  0.00
C36 2.05 3.89 2.55  0.00
C37 1.16 2.83 2.56  0.00
H1 -2.92 -1.39 0.30  0.00
H2 -2.24 -0.99 1.88  0.00
H3 -2.15 -2.64 1.27  -0.01
H4 -1.05 -4.05 -0.55  0.00
H5 -1.23 -5.33 -2.62  0.00
H6 -0.76 -4.24 -4.80  0.00
H7 -0.09 -1.88 -4.87  0.00
H8 2.28 -2.12 -2.22  0.00
H9 4.74 -2.23 -2.18  0.00
H10 6.09 -0.27 -2.83  0.00
H11 4.96 1.84 -3.49  0.00
H12 2.52 1.99 -3.47  0.00
H13 1.74 0.14 -5.49  0.00
H14 0.97 0.95 -7.68  0.00
H15 -1.26 2.00 -7.90  0.00
H16 -2.72 2.23 -5.91  0.00
H17 -1.94 1.43 -3.72  0.00
H18 1.58 -3.52 0.00  0.00
H19 3.21 -4.44 1.58  0.00
H20 3.49 -3.44 3.82  0.00
H21 2.19 -1.43 4.43  0.00
H22 -1.20 -1.83 4.24  0.00
H23 -2.04 -2.09 6.53  0.00
H24 -1.59 -0.36 8.23  0.00
H25 -0.28 1.64 7.63  0.00
H26 0.59 1.92 5.34  0.00
H27 3.25 0.38 3.63  0.00
H28 4.81 2.27 3.66  0.00
H29 4.06 4.51 2.95  0.00
H30 1.72 4.87 2.24  0.00
H31 0.12 3.00 2.29  0.00
N1 -5.49 5.45 -1.30  0.00
C38 -4.51 4.88 -1.10  0.00
C39 -3.29 4.17 -0.84  0.00
C40 -2.16 4.42 -1.62  0.00
C41 -1.01 3.71 -1.34  0.00
N2 -0.94 2.81 -0.36  0.00
C42 -2.03 2.57 0.38  0.00
C43 -3.23 3.23 0.18  0.00
H32 -2.18 5.15 -2.42  0.00
H33 -0.11 3.87 -1.93  0.00
H34 -1.93 1.81 1.16  0.00
H35 -4.08 3.01 0.80  0.00
C44 10.71 -4.20 -0.58  0.00
C45 9.46 -3.38 -0.37  0.00
O1 8.50 -3.42 -1.10  0.00
S1 9.54 -2.35 1.10  0.00
C46 8.03 -1.45 0.92  0.00
C47 8.06 -0.09 0.64  0.00
C48 6.88 0.61 0.48  0.00
C49 5.65 -0.04 0.59  0.00
C50 5.63 -1.40 0.89  0.00
C51 6.80 -2.10 1.06  0.00
C52 4.42 0.65 0.35  -0.01
C53 3.36 1.21 0.13  -0.01
H36 10.43 -5.14 -1.04  0.00
H37 11.25 -4.36 0.35  0.00
H38 11.36 -3.65 -1.26  0.00
H39 9.01 0.41 0.53  0.00
H40 6.90 1.67 0.25  0.00
H41 4.67 -1.91 0.97  0.00
H42 6.79 -3.16 1.28  0.00

=====

[2]
This record from OMol25 describes one molecule with the formula C3H3ClFNO at a distorted geometry. The level of theory is ωB97M-V/def2-TZVPD.

Computed properties:
HOMO (eV): -9.11
M (g/mol): 123.51
Energy above the lowest of the compared OMol25 structures with the same formula, charge and spin (eV): 2.295
Electronic energy (a.u.): -806.0753
HOMO-LUMO gap (eV): 9.41
Structure (SMILES): O/N=C/C=C(/F)Cl

Each line ends with the natural charge from an NBO analysis.
Positions of all 10 atoms, in Å:
O1 -3.08 0.23 0.11  -0.56
N1 -1.70 0.29 -0.03  -0.10
C1 -1.30 -0.95 -0.04  0.00
C2 0.13 -1.21 -0.09  -0.37
C3 1.15 -0.39 -0.08  0.39
F1 2.40 -0.91 0.13  -0.32
Cl1 1.17 1.32 -0.02  0.05
H1 -3.35 1.13 -0.01  0.47
H2 -1.98 -1.79 -0.08  0.20
H3 0.51 -2.21 -0.08  0.24

=====

[3]
This record from OMol25 describes C31H28As2INTl as an isolated structure. The level of theory is ωB97M-V/def2-TZVPD.

Computed properties:
HOMO (eV): -11.02
M (g/mol): 895.70
Energy above the lowest of the compared OMol25 structures with the same formula, charge and spin (eV): 0.349
Electronic energy (a.u.): -6194.3490
HOMO-LUMO gap (eV): 7.93
Charge: +1

Each line ends with the natural charge from an NBO analysis.
Positions of all 64 atoms, in Å:
Tl1 2.10 -1.57 -0.53  0.81
C1 -1.66 0.98 0.04  -0.70
C2 -0.94 1.50 -1.19  -0.70
As1 -0.09 0.06 -2.27  0.80
C3 0.67 1.18 -3.68  -0.35
C4 2.02 1.00 -3.97  -0.22
C5 2.65 1.80 -4.91  -0.19
C6 1.94 2.78 -5.57  -0.19
C7 0.60 2.97 -5.29  -0.22
C8 -0.04 2.17 -4.35  -0.16
C9 -1.66 -0.73 -3.14  -0.24
C10 -2.44 -1.57 -2.36  -0.26
C11 -3.51 -2.25 -2.91  -0.19
C12 -3.79 -2.12 -4.26  -0.20
C13 -3.00 -1.32 -5.05  -0.19
C14 -1.93 -0.62 -4.50  -0.25
As2 -0.48 -0.14 1.20  0.82
C15 -1.61 0.14 2.81  -0.32
C16 -2.91 -0.34 2.78  -0.16
C17 -3.78 -0.10 3.83  -0.22
C18 -3.35 0.63 4.93  -0.20
C19 -2.04 1.08 4.98  -0.20
C20 -1.17 0.83 3.93  -0.24
C21 0.89 1.20 1.59  -0.36
C22 2.23 0.81 1.65  -0.19
C23 3.23 1.73 1.92  -0.21
C24 2.92 3.05 2.13  -0.19
C25 1.59 3.46 2.08  -0.19
C26 0.59 2.54 1.81  -0.21
H1 -2.52 0.37 -0.26  0.24
H2 -2.06 1.81 0.63  0.24
H3 -1.63 2.08 -1.81  0.24
H4 -0.11 2.15 -0.88  0.23
H5 2.57 0.22 -3.45  0.20
H6 3.70 1.64 -5.13  0.22
H7 2.43 3.41 -6.30  0.23
H8 0.03 3.73 -5.81  0.22
H9 -1.09 2.33 -4.14  0.21
H10 -2.19 -1.72 -1.31  0.20
H11 -4.13 -2.89 -2.29  0.22
H12 -4.62 -2.65 -4.70  0.22
H13 -3.20 -1.23 -6.11  0.22
H14 -1.31 -0.01 -5.14  0.23
H15 -3.26 -0.90 1.92  0.20
H16 -4.80 -0.46 3.78  0.22
H17 -4.03 0.83 5.75  0.22
H18 -1.70 1.65 5.83  0.22
H19 -0.15 1.19 3.99  0.22
H20 2.49 -0.24 1.58  0.17
H21 4.26 1.39 1.98  0.22
H22 3.69 3.77 2.36  0.23
H23 1.34 4.49 2.27  0.23
H24 -0.44 2.87 1.81  0.22
I1 1.49 -2.97 5.97  0.20
C27 2.21 -3.52 4.08  -0.17
C28 3.17 -4.52 3.93  -0.18
C29 3.59 -4.82 2.64  -0.23
C30 3.06 -4.11 1.58  0.03
N1 2.17 -3.14 1.73  -0.51
C31 1.74 -2.86 2.95  0.01
H25 3.57 -5.04 4.78  0.24
H26 4.33 -5.59 2.47  0.24
H27 3.37 -4.32 0.56  0.20
H28 1.00 -2.08 3.05  0.21

=====

[4]
This record from OMol25 describes a 2-piece molecular cluster, C9H13O2 overall at a distorted geometry. The level of theory is ωB97M-V/def2-TZVPD.

Computed properties:
HOMO (alpha / beta) (eV): -8.05 / -8.05
M (g/mol): 153.20
Energy above the lowest of the compared OMol25 structures with the same formula, charge and spin (eV): 2.164
Electronic energy (a.u.): -501.1097
HOMO-LUMO gap (alpha / beta) (eV): 8.82 / 5.80
Spin multiplicity: 2
<S²>: 0.753

Each line ends with the natural charge from an NBO analysis.
Positions of all 24 atoms, in Å:
H1 -3.20 0.52 2.95  0.42
O1 -2.46 0.42 2.25  -0.43
C1 -1.45 2.04 -1.90  -0.59
C2 -0.99 1.95 -0.45  -0.43
C3 -0.31 0.68 -0.04  -0.12
C4 1.07 0.61 -0.28  0.40
C5 1.82 -0.56 -0.02  -0.33
C6 1.12 -1.68 0.44  0.01
C7 -0.27 -1.62 0.68  -0.26
C8 -0.95 -0.44 0.49  -0.14
C9 1.87 -2.96 0.70  -0.63
O2 1.64 1.75 -0.74  -0.69
H2 -1.99 2.96 -2.13  0.21
H3 -0.59 2.00 -2.56  0.20
H4 -2.08 1.21 -2.22  0.20
H5 -0.30 2.78 -0.26  0.22
H6 -1.87 2.12 0.17  0.21
H7 2.90 -0.58 -0.21  0.20
H8 -0.79 -2.51 1.02  0.21
H9 -2.00 -0.39 0.75  0.22
H10 1.20 -3.77 1.01  0.21
H11 2.40 -3.29 -0.21  0.22
H12 2.63 -2.83 1.49  0.22
H13 2.58 1.62 -0.92  0.48

=====

[5]
This record from OMol25 describes C29H49N3OP3PtS as an isolated structure at a distorted geometry. The level of theory is ωB97M-V/def2-TZVPD.

Computed properties:
HOMO (eV): -15.43
M (g/mol): 775.80
Energy above the lowest of the compared OMol25 structures with the same formula, charge and spin (eV): 0.000
Electronic energy (a.u.): -2914.6229
HOMO-LUMO gap (eV): 5.15
Charge: +3

Each line ends with the Mulliken charge.
Positions of all 87 atoms, in Å:
Pt1 0.44 -0.43 0.03  2.03
N1 2.88 1.34 2.82  -0.18
C1 2.30 0.91 1.72  0.14
O1 1.04 0.82 1.61  -0.28
C2 3.09 0.53 0.51  -1.15
C3 2.42 -0.68 -0.06  -1.56
H1 2.33 1.66 3.61  0.21
H2 3.88 1.45 2.88  0.27
H3 4.15 0.31 0.70  0.72
H4 3.06 1.37 -0.17  -0.29
H5 2.52 -1.57 0.53  1.01
H6 2.67 -0.87 -1.10  0.85
C4 -0.50 1.42 5.89  -1.30
P1 -0.44 1.09 4.12  0.74
C5 -0.76 2.64 3.26  -0.83
C6 -1.80 -0.04 3.74  -0.01
C7 -3.02 0.26 4.35  -0.69
C8 -4.15 -0.51 4.12  -0.92
C9 -4.06 -1.61 3.27  -1.09
C10 -2.85 -1.93 2.68  -0.78
C11 -1.69 -1.18 2.92  0.43
P2 -0.15 -1.73 2.11  1.55
C12 1.12 -1.97 3.37  -1.14
C13 -0.46 -3.48 1.69  -1.73
H7 -1.30 2.14 6.10  0.44
H8 0.44 1.86 6.22  0.41
H9 -0.68 0.50 6.44  0.41
H10 -1.79 2.95 3.47  0.45
H11 -0.62 2.52 2.19  -0.13
H12 -0.08 3.41 3.63  0.43
H13 -3.11 1.11 5.01  0.35
H14 -5.09 -0.26 4.60  0.46
H15 -4.94 -2.22 3.08  0.47
H16 -2.81 -2.81 2.05  0.40
H17 0.77 -2.72 4.08  0.52
H18 1.37 -1.04 3.89  0.23
H19 2.03 -2.36 2.89  0.40
H20 -0.78 -4.02 2.58  0.60
H21 0.48 -3.90 1.33  0.46
H22 -1.20 -3.61 0.90  0.35
C14 -2.36 1.50 -0.40  -1.71
C15 -1.79 1.41 -1.83  1.05
C16 -2.33 2.56 -2.68  -1.65
P3 0.03 1.29 -1.76  -0.24
C17 0.67 0.47 -3.29  2.38
C18 -0.10 0.73 -4.59  -1.69
C19 2.17 0.74 -3.48  -1.48
C20 0.60 3.07 -1.67  0.70
C21 1.89 3.36 -0.93  -1.49
C22 0.66 3.75 -3.05  -1.61
H23 -3.43 1.28 -0.41  0.47
H24 -2.24 2.51 0.01  0.35
H25 -1.89 0.81 0.32  0.15
H26 -2.10 0.47 -2.27  0.40
H27 -2.06 3.54 -2.28  0.35
H28 -3.42 2.50 -2.67  0.51
H29 -2.02 2.51 -3.72  0.36
H30 0.56 -0.58 -3.03  -1.45
H31 -0.02 1.77 -4.91  0.32
H32 -1.16 0.47 -4.50  0.37
H33 0.32 0.11 -5.38  0.44
H34 2.35 1.71 -3.93  0.31
H35 2.59 -0.01 -4.14  0.42
H36 2.73 0.70 -2.54  0.21
H37 -0.22 3.52 -1.10  0.63
H38 2.76 3.05 -1.52  0.34
H39 1.91 2.89 0.03  0.09
H40 1.98 4.44 -0.78  0.62
H41 1.62 3.55 -3.54  0.36
H42 0.59 4.83 -2.92  0.44
H43 -0.13 3.46 -3.73  0.31
N2 -2.48 -1.50 -1.33  -0.09
C23 -1.36 -2.08 -1.80  -0.15
N3 -0.23 -2.12 -1.11  1.42
C24 0.73 -2.94 -1.81  -0.75
C25 1.94 -3.43 -1.33  -0.25
C26 2.71 -4.25 -2.14  -0.94
C27 2.28 -4.61 -3.41  -0.80
C28 1.05 -4.19 -3.88  -0.59
C29 0.29 -3.36 -3.06  0.98
S1 -1.35 -2.83 -3.33  -0.16
H44 -2.54 -1.20 -0.37  -0.18
H45 -3.35 -1.62 -1.82  0.31
H46 2.26 -3.21 -0.33  0.30
H47 3.65 -4.63 -1.77  0.47
H48 2.89 -5.26 -4.03  0.45
H49 0.68 -4.51 -4.84  0.48

=====

[6]
This record from OMol25 describes C21H43N4O2PdSSbSi3 as an isolated structure. The level of theory is ωB97M-V/def2-TZVPD.

Computed properties:
HOMO (eV): -0.26
M (g/mol): 728.11
Electronic energy (a.u.): -2830.3779
HOMO-LUMO gap (eV): 5.03
Charge: -2

Each line ends with the Mulliken charge.
Positions of all 76 atoms, in Å:
Pd1 -0.48 1.67 -0.74  0.29
C1 -6.64 -0.18 1.04  -1.20
C2 -5.77 -0.57 -0.15  -0.34
N1 -5.00 0.55 -0.66  -0.18
C3 -3.77 0.89 -0.12  -0.07
S1 -2.87 2.03 -1.03  -0.44
N2 -3.50 0.31 1.02  -0.41
N3 -2.34 0.75 1.57  0.01
C4 -1.89 0.11 2.59  0.47
C5 -2.56 -1.10 3.19  -1.52
C6 -0.58 0.55 3.10  0.47
C7 0.26 -0.35 3.78  -0.60
C8 1.54 0.06 4.12  -0.43
C9 1.96 1.33 3.78  -0.42
C10 1.05 2.16 3.14  -0.24
N4 -0.19 1.80 2.83  -0.16
H1 -7.21 -1.04 1.40  0.33
H2 -7.34 0.61 0.77  0.34
H3 -6.01 0.18 1.85  0.28
H4 -6.41 -0.92 -0.97  0.46
H5 -5.11 -1.38 0.14  0.21
H6 -5.07 0.76 -1.64  0.27
H7 -3.61 -1.11 2.89  0.29
H8 -2.48 -1.10 4.28  0.47
H9 -2.11 -2.03 2.82  0.17
H10 -0.07 -1.35 3.99  0.30
H11 2.22 -0.63 4.60  0.35
H12 2.96 1.68 3.98  0.43
H13 1.32 3.17 2.84  0.36
C11 2.12 -3.80 -1.32  -1.36
Si1 1.31 -2.61 -0.07  0.81
C12 -0.48 -3.18 0.15  -1.04
C13 2.18 -3.05 1.56  -0.93
Sb1 1.30 -0.05 -0.12  -0.73
Si2 3.67 0.50 -0.94  0.84
C14 4.38 1.71 0.32  -1.04
C15 4.78 -1.04 -0.93  -1.25
C16 3.84 1.29 -2.64  -1.15
Si3 -0.28 0.21 -2.51  1.24
C17 0.93 -0.97 -3.43  -0.92
C18 -1.83 -0.88 -2.78  -0.76
C19 -0.30 1.63 -3.79  -1.25
H14 2.00 -4.82 -0.95  0.42
H15 3.19 -3.59 -1.41  0.27
H16 1.68 -3.73 -2.31  0.42
H17 -0.54 -4.16 0.64  0.46
H18 -0.99 -3.25 -0.82  0.28
H19 -1.05 -2.45 0.74  -0.01
H20 2.12 -4.13 1.76  0.40
H21 1.74 -2.51 2.40  0.06
H22 3.24 -2.77 1.53  0.22
H23 4.35 1.28 1.33  0.19
H24 3.76 2.61 0.31  0.26
H25 5.41 1.98 0.08  0.38
H26 4.72 -1.59 0.02  0.25
H27 5.83 -0.74 -1.06  0.39
H28 4.52 -1.72 -1.74  0.20
H29 3.18 2.15 -2.67  0.16
H30 3.59 0.61 -3.46  0.41
H31 4.87 1.63 -2.78  0.42
H32 0.83 -1.98 -3.02  -0.09
H33 1.99 -0.70 -3.38  0.06
H34 0.63 -1.00 -4.49  0.47
H35 -1.66 -1.86 -2.32  0.07
H36 -1.96 -1.03 -3.86  0.38
H37 -2.74 -0.45 -2.37  0.04
H38 0.72 2.02 -3.88  0.22
H39 -0.94 2.47 -3.52  0.23
H40 -0.61 1.24 -4.77  0.36
C20 -0.59 4.59 0.82  -0.39
O1 0.68 4.54 0.20  -0.22
C21 0.91 3.40 -0.64  -0.25
O2 1.97 3.51 -1.24  -0.48
H41 -0.50 5.21 1.72  0.27
H42 -0.95 3.60 1.10  0.03
H43 -1.33 5.05 0.15  0.20

=====

Among the records above, which one has the highest electronic energy? C9H13O2

=====

Which of these has the lowest electronic energy? C31H28As2INTl